C20H39N10O4P2PtS | wB97M-V/def2-TZVPD

Properties
- LUMO energy (spin up / spin down) (eV) = -9.492 / -11.729
- E (Eh) = -2833.35951
- expectation value of S² = 6.047
- energy relative to the best compared isomer or geometry (same formula, charge and spin) (eV) = 0.000
- max |F| (eV Å⁻¹) = 0.6

```
! wB97M-V def2-TZVPD RIJCOSX def2/J DEFGRID3
* xyz 3 5
Pt -0.0556 -0.0877 0.5209
N -1.9270 2.1477 4.0322
C -1.5356 1.4300 3.0076
S 0.0505 0.8610 2.8406
N -2.5680 1.1687 2.1101
N -2.1822 0.5327 1.0499
C -3.1454 0.2045 0.2076
C -2.7607 -0.4305 -1.0129
C -3.7027 -0.8817 -1.9277
C -3.2576 -1.5133 -3.0867
C -1.8995 -1.6579 -3.2824
C -1.0062 -1.1708 -2.3184
N -1.4262 -0.5747 -1.2205
H -1.2921 2.3882 4.7808
H -2.9015 2.4126 4.1216
H -4.1825 0.4199 0.4440
H -4.7578 -0.7404 -1.7324
H -3.9645 -1.8805 -3.8186
H -1.5109 -2.1370 -4.1710
H 0.0660 -1.2551 -2.4511
C 3.4663 -0.4819 2.9149
N 3.1801 0.7868 2.2272
C 3.6190 1.9729 2.9771
P 3.1197 0.7139 0.5989
O 2.0740 -0.2769 0.1162
O 2.7141 2.2224 0.2312
P 1.4089 2.7043 -0.6207
O 0.1699 2.0194 -0.0840
N 1.2898 4.2876 -0.4077
C 0.4538 4.8810 0.6435
C 2.0623 5.2627 -1.1875
N 1.7860 2.2368 -2.1261
C 3.1322 2.3027 -2.7098
C 0.7123 2.1509 -3.1227
N 4.5233 0.3994 -0.1262
C 4.7555 -0.7467 -1.0123
C 5.7352 1.1048 0.3129
H 4.5393 -0.6496 3.0363
H 3.0349 -1.3176 2.3638
H 3.0134 -0.4556 3.9066
H 4.7011 1.9855 3.1196
H 3.1508 1.9481 3.9617
H 3.3099 2.8819 2.4692
H -0.0411 4.1035 1.2183
H -0.3031 5.5229 0.1926
H 1.0670 5.4855 1.3134
H 2.5546 4.7903 -2.0316
H 2.8206 5.7361 -0.5626
H 1.3930 6.0332 -1.5686
H 3.8869 2.4028 -1.9339
H 3.2168 3.1401 -3.4039
H 3.3253 1.3828 -3.2640
H -0.2587 2.1112 -2.6331
H 0.8523 1.2462 -3.7173
H 0.7289 3.0082 -3.7982
H 3.8134 -1.2213 -1.2712
H 5.4082 -1.4759 -0.5287
H 5.2408 -0.4092 -1.9288
H 5.4834 2.0457 0.8002
H 6.3456 1.3378 -0.5591
H 6.3274 0.4934 0.9959
N 0.0439 -2.1569 0.9029
C 0.5142 -3.2249 0.8844
N 1.0212 -4.4025 0.9195
C 2.4882 -4.6230 0.9910
C 2.8874 -5.5201 -0.1700
O 2.1319 -6.7078 -0.1583
C 0.7526 -6.4720 -0.3359
C 0.2021 -5.6390 0.8093
H 2.7018 -5.1168 1.9396
H 2.9964 -3.6606 0.9531
H 3.9330 -5.8039 -0.0667
H 2.7540 -4.9882 -1.1218
H 0.2596 -7.4417 -0.3494
H 0.5711 -5.9678 -1.2944
H 0.3009 -6.1786 1.7515
H -0.8405 -5.3693 0.6548
*
```

***

C20H39N4O6 | wB97M-V/def2-TZVPD

Properties
- LUMO energy (eV) = -3.738
- E (Eh) = -1455.41852
- energy relative to the best compared isomer or geometry (same formula, charge and spin) (eV) = 7.714
- max |F| (eV Å⁻¹) = 7.3

```
! wB97M-V def2-TZVPD RIJCOSX def2/J DEFGRID3
* xyz 1 1
C -4.0872 3.5331 -2.5097
C -3.7111 2.0939 -2.4698
N -3.7031 1.2440 -1.2177
C -3.4383 -0.1000 -1.3118
N -3.1586 -1.0121 -2.4857
C -2.9199 -2.3487 -1.7523
N -3.0930 -2.1427 -0.2370
C -2.9467 -3.1173 0.9106
C -1.6954 -2.5816 1.8767
C -0.2450 -3.1626 1.3386
C -1.9556 -2.9547 3.4762
N -3.4152 -0.8187 0.0191
H -4.7296 4.0960 -1.6928
H -3.7157 4.1504 -3.4536
H -3.3424 1.5812 -3.4771
H -3.8709 1.6662 -0.2578
H -2.6332 -3.3740 -2.2924
H -3.9309 -3.3106 1.5145
H -2.5969 -4.1528 0.4620
H -1.5940 -1.3927 1.8541
H 0.4194 -2.2260 1.0135
H 0.3511 -3.6712 2.2305
H -0.3407 -3.8671 0.4030
H -3.1067 -3.2533 3.5391
H -1.2711 -3.8179 3.8722
H -1.8201 -2.0013 4.1647
H -3.5920 -0.2900 0.9015
O -0.8925 5.2530 -3.7650
C -0.9978 5.8559 -2.6983
O -2.1655 6.4314 -2.3513
C -2.4372 7.0284 -1.0699
C -1.8981 8.4439 -1.0077
C 0.1981 6.0297 -1.8074
H -2.0653 6.3961 -0.2577
H -3.5276 7.0560 -0.9651
H -0.8132 8.4708 -1.1356
H -2.1440 8.9085 -0.0487
H -2.3248 9.0505 -1.8135
H 0.8232 6.8356 -2.2017
H 0.7679 5.0952 -1.8028
H -0.0509 6.2395 -0.7691
O 4.7592 4.5893 -0.8646
C 4.3106 3.4443 -0.8808
O 3.2658 3.1312 -1.6717
C 2.7620 1.7984 -1.8761
C 1.8328 1.3927 -0.7490
C 4.8688 2.4010 0.0433
H 3.5822 1.0896 -2.0263
H 2.1972 1.8205 -2.8148
H 2.3455 1.3829 0.2159
H 1.4189 0.3967 -0.9299
H 1.0074 2.1068 -0.6592
H 4.4527 2.5503 1.0435
H 5.9568 2.5144 0.0803
H 4.6801 1.3788 -0.2785
O 0.1112 -6.3625 2.0899
C 1.3046 -6.6207 2.2367
O 2.2432 -5.6958 1.9559
C 3.6484 -5.8428 2.2315
C 4.3322 -6.6443 1.1414
C 1.7342 -7.9983 2.6511
H 3.8089 -6.2608 3.2301
H 4.0690 -4.8312 2.2488
H 3.9261 -7.6560 1.0663
H 5.4065 -6.7171 1.3324
H 4.1785 -6.1707 0.1660
H 1.6974 -8.6606 1.7818
H 1.0428 -8.3632 3.4171
H 2.7273 -8.0372 3.0941
*
```

***

C20H39O5P3Pd | wB97M-V/def2-TZVPD

Properties
- LUMO energy (eV) = -8.430
- E (Eh) = -2313.10876
- energy relative to the best compared isomer or geometry (same formula, charge and spin) (eV) = 0.977
- max |F| (eV Å⁻¹) = 0.4

```
! wB97M-V def2-TZVPD RIJCOSX def2/J DEFGRID3
* xyz 2 1
Pd -0.3665 0.3213 -0.0424
O -1.6638 2.4157 2.5477
C -1.6477 1.2343 2.3521
O -1.9468 0.7332 1.1251
C -1.3086 0.2150 3.4196
C -1.7845 -1.2037 3.1100
C -1.6695 -2.0959 4.3455
C -0.1412 -2.3358 4.4144
C 0.3397 -1.5143 3.2200
O -0.7213 -1.6953 2.2524
C 0.2357 -0.0127 3.5681
C 1.0902 0.8426 2.6741
O 1.8956 1.6399 3.0527
O 0.9931 0.5936 1.3402
H -1.7176 0.5951 4.3545
H -2.7369 -1.2459 2.5932
H -2.2086 -3.0287 4.1935
H -2.0737 -1.6167 5.2355
H 0.1056 -3.3871 4.2846
H 0.3068 -1.9959 5.3463
H 1.2881 -1.8244 2.7885
H 0.5611 0.1884 4.5857
C -0.6847 3.2470 -1.6474
P -1.5715 1.7097 -1.4341
C -3.1912 2.1633 -0.8085
C -1.8868 0.8410 -2.9995
C -2.5398 -0.4731 -2.5811
P -1.5692 -1.2246 -1.2248
C -2.7343 -2.0797 -0.1723
C -0.5327 -2.4951 -1.9619
H -1.3071 3.8842 -2.2832
H 0.2866 3.1056 -2.1066
H -0.5706 3.7250 -0.6731
H -3.6926 2.7042 -1.6170
H -3.0662 2.8034 0.0638
H -3.7782 1.3021 -0.5040
H -0.9653 0.6781 -3.5559
H -2.5534 1.4523 -3.6124
H -2.6142 -1.1915 -3.3992
H -3.5502 -0.3049 -2.2054
H -3.2902 -2.7632 -0.8213
H -3.4203 -1.3655 0.2790
H -2.2073 -2.6331 0.6025
H -1.2001 -3.1651 -2.5104
H -0.0353 -3.0712 -1.1836
H 0.1974 -2.0795 -2.6515
C 3.8467 -1.8723 -0.9710
C 2.4537 -1.5012 -0.4549
P 1.8167 0.0987 -1.0549
C 2.1342 0.0869 -2.8569
C 1.9456 1.3656 -3.6650
C 2.9916 1.3223 -0.3711
C 2.5621 2.7768 -0.2359
H 4.1827 -2.7725 -0.4585
H 4.5802 -1.0928 -0.7665
H 3.8496 -2.0851 -2.0388
H 2.4570 -1.3918 0.6308
H 1.7377 -2.2881 -0.6873
H 1.6112 -0.7597 -3.3070
H 3.1942 -0.1831 -2.8935
H 0.9124 1.7046 -3.7000
H 2.2592 1.1906 -4.6931
H 2.5611 2.1783 -3.2803
H 3.8687 1.2327 -1.0203
H 3.2594 0.9436 0.6131
H 2.3110 3.2394 -1.1882
H 3.3864 3.3485 0.1873
H 1.7265 2.8661 0.4584
*
```